The following is a quantum chemistry calculation of C48H53InN9O15 as an isolated structure, from the OMol25 dataset.

Last column: Mulliken charge in e.
Cartesian coordinates (Å):
C: -0.99024 -1.88575 -0.52329  -0.956
C: -1.75183 -0.83217 -1.35578  0.048
C: -0.83369 0.06094 -2.23261  0.029
N: -0.78392 -0.26682 -3.66164  -0.657
In: 0.54438 -1.89068 -4.11431  0.910
N: -0.49561 -3.75824 -4.21455  -0.670
C: 1.78879 -1.57989 -5.94897  -1.083
O: 1.11725 -1.02344 -7.10354  -0.362
C: 0.75455 0.33233 -6.94233  -0.230
C: -0.76467 0.51206 -7.07261  -1.045
H: 0.04641 -1.58298 -0.35079  0.063
H: -1.48449 -2.04539 0.44169  0.387
H: -0.97450 -2.84968 -1.04064  0.300
H: -2.46776 -1.34231 -2.00489  0.020
H: -2.33212 -0.18477 -0.68332  0.273
H: -1.14836 1.11264 -2.10548  0.290
H: 0.18572 -0.04006 -1.83847  -0.496
H: -1.72877 -0.50999 -3.94804  0.248
H: 1.67556 -1.95754 -2.71092  -0.432
H: -1.50129 -3.63911 -4.16143  0.119
H: -0.29382 -4.22810 -5.09050  0.147
H: 2.15649 -2.56443 -6.27003  0.302
H: 2.68790 -0.98464 -5.72263  0.365
H: 1.09583 0.69599 -5.96797  0.238
H: 1.24727 0.91901 -7.73204  0.412
H: -1.18427 -0.35033 -7.60061  0.258
H: -1.24118 0.58002 -6.09195  0.193
H: -1.01095 1.42162 -7.63179  0.327
C: -7.89476 0.18685 0.64843  -0.558
C: -7.49846 0.08531 -0.67854  -0.430
C: -6.45728 -0.75836 -1.03140  -0.460
C: -5.83211 -1.49036 -0.03927  0.128
C: -6.21062 -1.40419 1.28830  -0.638
C: -7.25239 -0.55497 1.63158  -0.182
N: -4.71923 -2.38306 -0.41147  1.088
O: -4.39868 -2.41682 -1.57808  -0.615
O: -4.18550 -3.01294 0.47688  -0.621
H: -8.70998 0.84583 0.91875  0.412
H: -7.99888 0.66544 -1.44208  0.376
H: -6.13168 -0.84188 -2.05739  0.485
H: -5.69916 -1.98688 2.04037  0.544
H: -7.56306 -0.47241 2.66417  0.486
C: 3.84702 0.87216 -0.31335  -0.374
C: 2.56010 1.24654 -0.67530  -0.420
C: 1.69649 1.77642 0.26550  -0.792
C: 2.13804 1.91145 1.56989  0.173
C: 3.40633 1.52290 1.96287  -0.203
C: 4.26763 1.00766 1.00486  -0.507
N: 1.20691 2.45573 2.56314  1.174
O: 0.08695 2.74436 2.17572  -0.663
O: 1.57748 2.58280 3.71615  -0.643
H: 4.51159 0.44379 -1.05245  0.432
H: 2.20446 1.10889 -1.68782  0.507
H: 0.69021 2.05368 -0.01050  0.488
H: 3.71016 1.60257 2.99562  0.444
H: 5.25435 0.67862 1.30193  0.459
C: 1.27545 -1.11629 -11.10306  -0.552
C: 1.82066 -1.03239 -12.37865  -0.339
C: 3.01321 -1.67382 -12.66807  -0.453
C: 3.63804 -2.39207 -11.66365  0.195
C: 3.11373 -2.48392 -10.38602  -0.499
C: 1.91848 -1.83810 -10.10596  -0.225
N: 4.89860 -3.08474 -11.97289  1.018
O: 5.34742 -2.97014 -13.09722  -0.627
O: 5.42106 -3.73400 -11.09230  -0.611
H: 0.34228 -0.61497 -10.88024  0.410
H: 1.31601 -0.46702 -13.15086  0.365
H: 3.44983 -1.61768 -13.65370  0.442
H: 3.62652 -3.04689 -9.62053  0.462
H: 1.49342 -1.88206 -9.10953  0.419
C: -1.32668 1.42772 4.72738  -0.456
C: -2.38990 0.80980 4.08003  -0.741
C: -3.12260 -0.17465 4.72372  -0.346
C: -2.77771 -0.51846 6.01893  -0.062
C: -1.71691 0.07543 6.67948  -0.511
C: -0.98683 1.05243 6.02090  -0.534
N: -3.56931 -1.54188 6.71779  1.069
O: -4.48758 -2.05639 6.11423  -0.617
O: -3.26480 -1.80900 7.86242  -0.633
H: -0.75835 2.18882 4.21653  0.587
H: -2.64302 1.09431 3.06703  0.487
H: -3.94526 -0.66852 4.22807  0.790
H: -1.46634 -0.22139 7.68688  0.471
H: -0.14975 1.52524 6.51648  0.469
C: -5.92218 3.97383 6.51722  -0.564
C: -5.45375 2.92332 5.73970  -0.305
C: -6.28312 1.85236 5.44598  -0.227
C: -7.57424 1.85962 5.94015  -0.048
C: -8.06019 2.89372 6.71949  -0.518
C: -7.22153 3.95771 7.00786  -0.349
N: -8.46475 0.73188 5.62370  1.056
O: -8.01280 -0.17359 4.95413  -0.638
O: -9.59947 0.77189 6.04911  -0.620
H: -5.27110 4.80841 6.74195  0.392
H: -4.44049 2.93615 5.36199  0.441
H: -5.93129 1.02629 4.84619  0.537
H: -9.07247 2.86726 7.09360  0.459
H: -7.58348 4.77544 7.61601  0.368
C: 6.68429 6.12009 6.88661  -0.423
C: 7.57297 5.28863 6.21769  -0.416
C: 7.12395 4.11203 5.63962  -0.405
C: 5.78295 3.79305 5.74490  0.147
C: 4.88069 4.60408 6.40777  -0.377
C: 5.34197 5.77734 6.98295  -0.459
N: 5.29536 2.55315 5.12048  1.117
O: 6.10437 1.85319 4.54747  -0.628
O: 4.10990 2.31083 5.20284  -0.615
H: 7.03886 7.04014 7.33257  0.373
H: 8.61781 5.55704 6.14288  0.365
H: 7.80219 3.45542 5.11548  0.458
H: 3.83911 4.32567 6.46902  0.494
H: 4.65109 6.42588 7.50394  0.366
C: 3.16661 -4.69635 0.45668  -0.596
C: 4.38097 -5.36863 0.39732  -0.361
C: 5.57084 -4.67046 0.52190  -0.487
C: 5.51751 -3.30131 0.71218  -0.067
C: 4.31914 -2.61321 0.77753  -0.005
C: 3.13619 -3.32146 0.64375  -0.302
N: 6.77839 -2.55013 0.82429  0.998
O: 7.81808 -3.16325 0.70112  -0.623
O: 6.70861 -1.35083 1.00552  -0.601
H: 2.24024 -5.24447 0.34828  0.404
H: 4.40205 -6.43888 0.24365  0.372
H: 6.52159 -5.17857 0.46373  0.451
H: 4.30572 -1.54325 0.91352  0.405
H: 2.19116 -2.79683 0.67498  0.368

Forces on the atoms, in the same order (eV/Å):
C -0.3 -0.1 -0.1
C 0.4 0.1 0.1
C -0.2 -0.1 -0.3
N 0.1 -0.3 0.3
In 0.3 -0.2 0.2
N 0.2 0.3 0.1
C -0.1 -0.2 0.1
O 0.1 0.0 0.0
C -0.3 0.0 -0.2
C 0.0 0.0 0.1
H -0.1 0.0 0.0
H 0.1 0.0 -0.1
H 0.1 0.1 0.0
H 0.1 0.2 0.1
H 0.0 -0.1 0.0
H 0.1 0.0 0.1
H -0.1 0.2 0.0
H 0.0 0.1 -0.1
H -0.1 0.1 -0.1
H 0.0 -0.1 -0.1
H -0.2 0.0 0.0
H -0.1 0.1 0.0
H -0.1 0.0 -0.1
H 0.0 0.0 -0.1
H 0.1 -0.1 0.1
H 0.1 0.1 0.0
H 0.1 -0.1 0.0
H 0.0 -0.1 0.0
C 0.0 0.0 0.0
C 0.0 0.0 0.1
C 0.0 0.1 -0.1
C -0.1 0.1 0.0
C 0.0 0.0 0.1
C 0.0 0.0 -0.1
N 0.0 0.1 0.0
O -0.2 -0.2 -0.1
O 0.0 -0.1 0.1
H 0.0 0.0 0.0
H 0.0 0.0 0.0
H 0.1 -0.1 0.0
H 0.0 -0.1 -0.1
H 0.0 0.0 0.0
C 0.0 0.0 0.1
C 0.0 0.0 -0.2
C -0.1 0.0 -0.1
C 0.1 -0.1 -0.1
C 0.1 0.0 0.1
C 0.0 0.0 0.0
N -0.1 0.0 0.0
O 0.0 0.1 0.1
O 0.1 0.0 -0.2
H 0.0 0.0 0.0
H 0.1 0.0 0.0
H 0.0 0.0 0.0
H -0.1 0.0 0.0
H 0.0 0.0 0.0
C 0.0 0.0 0.0
C 0.0 0.0 0.1
C 0.0 0.1 -0.1
C -0.1 0.1 0.0
C 0.0 0.0 0.1
C -0.1 0.0 0.0
N 0.0 0.0 0.0
O 0.0 0.0 -0.1
O 0.0 -0.1 0.1
H 0.0 0.0 0.0
H 0.0 0.0 0.0
H 0.1 -0.1 0.0
H 0.1 0.0 0.0
H 0.1 0.1 0.0
C -0.1 -0.1 0.1
C 0.0 0.0 0.0
C -0.1 0.0 -0.1
C 0.1 0.1 -0.1
C 0.1 0.0 0.1
C -0.1 0.0 0.0
N 0.0 0.0 0.0
O -0.1 0.0 -0.1
O 0.1 0.0 0.1
H 0.0 0.0 0.0
H 0.0 0.0 0.0
H 0.0 -0.1 0.1
H -0.1 -0.1 0.0
H 0.0 0.0 0.0
C 0.0 0.0 0.0
C 0.0 0.0 0.0
C 0.1 0.0 -0.1
C 0.1 0.1 0.0
C -0.1 0.1 0.1
C 0.1 0.0 0.0
N 0.0 0.0 0.0
O 0.0 -0.1 -0.1
O -0.1 0.0 0.1
H 0.0 0.0 0.0
H 0.0 0.0 0.0
H -0.1 0.0 0.0
H 0.0 -0.1 0.0
H 0.0 0.0 0.0
C 0.0 0.0 0.0
C -0.1 0.0 0.0
C 0.1 0.0 0.0
C 0.0 0.1 0.1
C -0.1 0.1 0.1
C 0.1 0.0 0.0
N 0.0 0.0 -0.1
O 0.1 0.0 0.0
O 0.0 0.0 0.1
H 0.0 0.0 0.0
H 0.0 0.0 0.0
H -0.1 -0.1 0.0
H 0.0 -0.1 -0.1
H 0.0 0.0 0.0
C 0.0 0.0 0.0
C 0.0 0.1 0.0
C 0.0 -0.1 0.0
C -0.1 -0.1 0.0
C -0.1 0.1 0.0
C 0.0 0.0 0.0
N -0.1 0.0 -0.2
O 0.1 -0.1 0.1
O 0.0 0.1 0.1
H 0.0 0.0 0.0
H 0.0 0.0 0.0
H 0.0 0.1 0.0
H 0.1 0.0 0.0
H 0.0 0.0 0.0

Its max |F| is 0.43 eV Å⁻¹. As for the total charge: -1. The value obtained for the molecular weight is 1110.818 g mol⁻¹. As for the total energy: -3671.76128 hartree. Its HOMO energy is -4.276 eV.

---

The following is a quantum chemistry calculation of a 8-piece molecular cluster, C48H53N2O14 overall at a distorted geometry, from the OMol25 dataset.

Last column: Mulliken charge in e.
Cartesian coordinates (Å):
C: 1.75551 -0.00389 -2.30880  -2.401
C: 1.59976 0.08227 -0.76267  -0.174
N: 0.25368 -0.18965 -0.23223  0.821
C: -0.60348 0.70133 0.19471  -0.259
C: -1.77229 -0.00948 0.73293  -2.407
N: -1.38288 -1.31632 0.57646  1.154
C: -0.25724 -1.39130 -0.00720  -0.678
C: -2.02988 -2.33103 1.43140  0.296
H: 1.62669 -0.93239 -2.72106  0.715
H: 2.62883 0.49261 -2.50504  0.578
H: 1.03536 0.58996 -2.77499  0.624
H: 1.90446 1.13138 -0.52765  -0.047
H: 2.14722 -0.58158 -0.26862  0.450
H: -0.28934 1.74120 0.25552  0.747
H: -2.56704 0.41708 1.03456  1.592
H: 0.34023 -2.36340 0.06948  0.100
H: -1.23431 -2.37228 2.33037  -0.288
H: -2.12060 -3.26252 0.78781  -0.216
H: -3.12904 -1.96451 1.76085  0.170
C: -1.95219 -1.29070 4.75712  -0.674
C: -0.62839 -1.12768 5.39216  -1.363
C: -0.21181 0.18100 5.67065  0.991
C: -1.00108 1.23372 5.27923  -0.557
C: -2.22870 1.03155 4.62218  -0.720
C: -2.72348 -0.18539 4.49675  -0.138
O: -3.94814 -0.38544 3.81093  -0.565
O: 0.95068 0.29041 6.40722  -0.498
H: -2.36658 -2.19310 4.73038  0.700
H: -0.07239 -1.87536 5.53775  0.961
H: -0.68413 2.35626 5.65997  0.110
H: -2.93043 1.71532 4.42561  1.114
H: -4.40657 -1.16365 4.18713  0.386
H: 0.94540 1.04922 6.79003  0.267
C: -3.85506 -2.66139 -1.48753  -0.531
C: -3.00756 -3.88115 -1.61911  -0.389
C: -1.96879 -3.86144 -2.61279  0.834
C: -1.79528 -2.74671 -3.44057  -0.130
C: -2.64228 -1.58169 -3.31287  -0.154
C: -3.61451 -1.45989 -2.29274  0.222
O: -4.32266 -0.25885 -2.13880  -0.533
O: -1.11364 -4.90845 -2.78984  -0.443
H: -4.58019 -2.49034 -0.61050  0.301
H: -3.30298 -4.78443 -0.86505  0.349
H: -1.28129 -2.79164 -4.45765  -0.117
H: -2.41021 -0.68937 -3.98008  0.122
H: -4.61618 0.07786 -3.00414  0.327
H: -0.49710 -4.91784 -3.48007  0.241
C: 4.28679 1.73317 2.17523  -0.660
C: 4.39077 0.18158 2.16213  -1.022
C: 3.25092 -0.52747 2.34364  0.257
C: 2.03561 0.09366 2.87512  -0.158
C: 1.98392 1.37828 2.85590  0.069
C: 2.98667 2.28679 2.40223  -0.032
O: 2.69861 3.60888 2.27759  -0.601
O: 3.33030 -1.85237 2.44588  -0.319
H: 5.12239 2.32711 1.78495  0.383
H: 5.31898 -0.05673 1.80707  0.464
H: 1.33170 -0.61091 3.18779  0.733
H: 1.09699 1.81317 3.25207  0.461
H: 3.29395 4.14324 1.73101  0.197
H: 4.19941 -2.09716 2.36746  0.238
C: 1.10328 -4.73182 1.38257  -0.454
C: 0.37571 -5.52213 0.31807  -0.200
C: -0.87816 -6.21800 0.79987  0.227
C: -1.34684 -6.00652 2.10916  -0.669
C: -0.53156 -5.24138 3.01200  -0.236
C: 0.57034 -4.48633 2.61587  0.476
O: 1.38931 -3.83144 3.55703  -0.528
O: -1.59561 -7.02442 -0.07377  -0.567
H: 2.00351 -4.21781 1.04377  0.458
H: 0.81814 -5.75663 -0.69958  0.301
H: -2.13006 -6.52596 2.65001  0.503
H: -0.80492 -5.21667 4.17685  0.245
H: 2.04006 -3.42628 3.02565  0.159
H: -1.26544 -6.82908 -0.91150  0.302
C: -3.99394 3.90256 0.50753  -0.796
C: -3.13135 4.65054 -0.48938  -0.536
C: -1.76748 4.93093 -0.14543  0.231
C: -1.33085 4.39219 1.08963  -0.340
C: -2.08084 3.61822 2.03393  -0.662
C: -3.47331 3.39722 1.70508  0.919
O: -4.27482 2.76743 2.45974  -0.362
O: -0.91590 5.60420 -1.00377  -0.429
H: -5.04424 3.76209 0.02851  0.151
H: -3.64853 5.12655 -1.34285  0.318
H: -0.30322 4.62257 1.35454  0.450
H: -1.69910 3.25114 2.93879  0.566
H: -5.06259 2.54271 2.11707  0.295
H: -1.38984 6.28988 -1.48981  0.277
C: 1.29621 -2.04766 -6.18010  -0.524
C: 1.26471 -0.49607 -5.75518  -0.695
C: 0.03111 0.11541 -6.08422  0.647
C: -1.02166 -0.51027 -6.70451  -0.463
C: -0.89358 -1.82618 -7.16747  -0.333
C: 0.22576 -2.56961 -6.83111  0.327
O: 0.21537 -3.95026 -7.04927  -0.588
O: -0.07896 1.45246 -5.80786  -0.603
H: 2.28395 -2.54076 -6.15798  0.462
H: 2.07954 -0.01236 -5.19440  0.566
H: -2.01156 0.02570 -6.71465  0.278
H: -1.82370 -2.31802 -7.63566  0.263
H: 0.50981 -4.59212 -6.35512  0.326
H: -0.81520 2.17599 -5.93915  0.359
C: 2.59344 5.79592 -0.68508  -0.479
C: 3.95668 6.25181 -0.03979  -0.931
C: 4.96325 5.41594 -0.07368  0.476
C: 4.92743 4.15440 -0.61071  -0.623
C: 3.76977 3.71067 -1.29788  -0.303
C: 2.57898 4.52944 -1.20151  0.430
O: 1.48847 3.99779 -1.83935  -0.412
O: 6.16661 5.70391 0.54095  -0.584
H: 1.89602 6.55553 -0.78950  0.677
H: 4.15553 7.21701 0.23366  0.611
H: 5.74085 3.50146 -0.83126  0.380
H: 3.90773 2.76623 -1.71421  0.380
H: 0.95709 4.73478 -1.65382  0.036
H: 7.03747 5.39555 0.35996  0.320

Forces on the atoms, in the same order (eV/Å):
C -1.6 0.7 3.0
C -2.0 3.0 -2.7
N 1.1 -0.6 -0.9
C -4.0 1.0 2.1
C 10.0 -0.1 -4.4
N -4.6 1.5 2.0
C 4.1 -3.8 -0.3
C -0.1 -0.6 0.9
H 0.3 -2.5 -0.8
H 2.6 0.6 -0.8
H -1.5 1.2 -0.6
H -0.5 -0.9 0.5
H 3.0 -2.6 1.9
H -0.6 -0.1 -0.3
H -5.8 2.2 2.5
H -0.9 1.6 -0.7
H -2.4 -0.6 -1.7
H 0.2 0.9 1.3
H 2.9 -0.7 -0.7
C 4.6 3.2 2.7
C -7.1 6.1 -3.1
C 0.3 -1.6 0.3
C 0.2 3.7 0.9
C 2.8 0.3 2.0
C -1.1 -3.6 -2.0
O 0.1 0.0 0.9
O -0.7 -7.3 -4.4
H -1.4 -3.9 -0.6
H 4.3 -5.9 1.5
H -0.8 -2.9 -1.3
H -1.9 3.4 -0.8
H 0.4 0.6 -0.2
H 0.3 7.8 3.9
C 1.3 0.8 0.2
C -1.6 1.1 1.0
C -0.4 0.6 -0.1
C -2.1 1.7 -1.4
C 1.1 0.0 0.3
C 0.5 -2.0 -0.4
O 0.2 -1.1 0.1
O -1.9 -1.5 2.9
H 1.0 -0.8 -1.6
H 1.2 2.2 -2.2
H 0.0 -0.1 1.8
H -0.5 -1.3 0.8
H 0.3 -0.3 0.4
H 0.9 0.9 -1.7
C -2.6 -2.4 -0.4
C -2.4 6.4 -0.2
C -0.1 1.8 2.1
C 3.9 -4.4 -2.2
C -1.1 5.1 0.1
C 3.5 -1.4 -0.5
O -0.9 0.0 0.4
O -3.6 -1.6 -0.1
H -0.3 -0.2 0.4
H 2.1 -1.7 -0.6
H -1.4 -0.5 0.7
H -0.8 0.6 0.2
H 0.2 -0.6 0.1
H 3.3 -1.2 -0.3
C -1.7 -1.1 -4.9
C -1.0 -0.4 3.7
C 1.8 1.5 -1.4
C 2.4 0.8 1.3
C -1.6 0.2 1.9
C 1.0 -1.3 1.5
O -2.7 -1.1 0.0
O -0.2 0.4 3.1
H 0.1 -0.2 0.2
H -0.7 0.5 1.5
H -0.3 -0.2 -0.9
H 0.5 0.0 -2.9
H 1.6 1.2 -0.6
H 0.7 0.3 -2.5
C 1.4 2.0 -4.3
C -0.4 -0.6 3.0
C -2.9 -1.5 0.3
C 0.4 -0.3 0.7
C -2.1 1.5 -3.6
C 2.6 2.6 -3.7
O 2.3 -1.6 5.9
O 0.2 -0.1 0.6
H 1.7 -0.1 1.7
H 0.5 -0.6 0.4
H 0.1 -0.1 0.1
H 0.7 -0.3 1.0
H -4.2 -1.0 -2.1
H -0.1 -0.2 0.1
C 1.6 5.7 1.2
C -1.8 -4.3 -1.7
C 1.4 1.4 0.7
C -1.3 -1.5 -0.8
C -2.8 0.3 0.2
C 0.5 -1.9 0.9
O -0.4 -0.7 -0.6
O -0.3 2.9 1.0
H -0.9 0.0 0.4
H -0.6 -0.3 -0.6
H 1.2 -0.6 -0.5
H 1.8 0.6 0.7
H -0.1 1.8 -0.6
H 1.6 -3.4 -0.2
C 5.9 -0.1 2.0
C -5.5 -1.5 -2.6
C 4.5 -2.3 0.9
C -3.4 -2.0 -3.3
C 1.0 3.2 3.3
C 1.8 -1.8 -1.2
O 1.2 -0.4 0.4
O -1.4 2.6 1.7
H -1.6 0.8 -0.1
H -0.1 2.4 0.9
H 1.0 0.1 0.7
H -0.8 -1.4 -1.0
H -3.1 1.1 -0.3
H 0.2 -1.0 -1.2

Its max |F| is 10.91 eV Å⁻¹. As for the total charge: +1. The value obtained for the molecular weight is 881.952 g mol⁻¹. As for the total energy: -3023.06759 hartree. Its HOMO energy is -10.225 eV. The energy relative to the best compared isomer or geometry (same formula, charge and spin) comes out at 0.0 kJ/mol.